Record 1
Formula: C21H47IN3O3
Source: OMol25
Level of theory: ωB97M-V/def2-TZVPD

For the LUMO energy, the calculation gives -2.8 eV. The total charge is +1. Its frontier orbital gap is 6.85 eV.

```
75
Properties=species:S:1:pos:R:3:mulliken_charge:R:1
C -5.174 -2.020 0.391 -1.19
C -4.709 -0.559 0.289 2.07
I -6.142 0.601 -0.828 0.13
C -4.423 0.080 1.654 -1.28
C -3.468 1.293 1.754 0.37
C -3.544 2.388 0.676 -1.18
N -2.708 2.114 -0.548 0.27
C -1.303 1.792 -0.123 -1.20
C -1.380 0.578 0.788 2.52
C -0.015 0.067 1.215 -2.26
C 0.034 -1.357 1.740 0.52
O 1.008 -1.804 2.191 -0.42
O -1.142 -2.067 1.673 -0.49
O -2.113 0.895 1.962 -0.46
H -5.527 -2.237 1.408 0.36
H -4.332 -2.693 0.182 0.30
H -5.986 -2.263 -0.302 0.37
H -3.800 -0.534 -0.320 -1.77
H -5.373 0.341 2.138 0.49
H -3.956 -0.705 2.270 0.44
H -3.741 1.831 2.672 0.48
H -4.578 2.578 0.374 0.36
H -3.136 3.320 1.088 0.48
H -2.709 2.952 -1.133 0.37
H -3.077 1.354 -1.139 -0.11
H -0.935 2.677 0.412 0.46
H -0.703 1.591 -1.015 0.12
H -1.893 -0.217 0.219 -0.42
H 0.685 0.082 0.365 0.73
H 0.403 0.722 1.991 0.72
H -1.157 -2.625 0.876 0.36
C 7.325 1.608 2.391 -1.40
C 6.387 0.518 2.888 -0.38
N 4.989 0.799 2.602 0.13
C 4.061 -0.051 3.328 -0.50
C 4.063 -1.552 3.031 -0.95
C 4.670 1.041 1.206 -0.57
C 5.018 -0.050 0.184 -0.94
H 7.008 2.584 2.760 0.33
H 8.336 1.416 2.749 0.44
H 7.369 1.650 1.302 0.28
H 6.477 0.442 3.974 0.46
H 6.720 -0.451 2.484 0.28
H 3.053 0.341 3.155 0.17
H 4.257 0.094 4.395 0.34
H 3.630 -1.774 2.058 0.09
H 3.454 -2.072 3.773 0.42
H 5.066 -1.978 3.071 0.37
H 5.169 1.964 0.900 0.38
H 3.598 1.259 1.155 0.19
H 6.038 -0.411 0.315 0.28
H 4.945 0.357 -0.827 0.39
H 4.349 -0.908 0.247 0.21
C -0.081 -1.685 -1.409 -1.85
C -1.369 -1.508 -2.198 -0.69
N -1.676 -0.120 -2.539 1.45
C -3.029 0.012 -3.086 -0.07
C -3.388 -0.730 -4.372 -1.40
C -0.619 0.589 -3.264 -0.94
C -0.100 -0.038 -4.559 -1.37
H -0.068 -1.051 -0.524 -0.01
H 0.020 -2.723 -1.088 0.42
H 0.802 -1.445 -2.001 0.41
H -2.215 -1.885 -1.610 0.36
H -1.313 -2.154 -3.083 0.55
H -3.243 1.079 -3.220 0.35
H -3.696 -0.324 -2.288 -0.28
H -2.942 -0.266 -5.249 0.33
H -4.470 -0.711 -4.508 0.45
H -3.080 -1.774 -4.340 0.27
H 0.226 0.719 -2.582 0.49
H -0.991 1.597 -3.469 0.38
H 0.129 -1.097 -4.434 0.27
H 0.823 0.460 -4.858 0.42
H -0.806 0.060 -5.381 0.29
```

=====

Record 2
Formula: C3H2N2O2
Source: OMol25
Level of theory: ωB97M-V/def2-TZVPD

For the LUMO energy, the calculation gives -0.3 eV. The energy relative to the best compared isomer or geometry (same formula, charge and spin) is 852.3 kJ/mol. Its frontier orbital gap is 10.23 eV.

```
9
Properties=species:S:1:pos:R:3:nbo_charge:R:1
C 0.411 1.630 -0.455 0.23
C 0.290 0.208 -0.746 -0.32
C -0.580 -0.412 1.459 0.32
N 0.292 2.597 0.182 -0.24
N 0.003 -0.616 0.357 -0.20
O -0.602 -1.613 1.738 -0.19
O -0.177 -2.157 0.467 -0.11
H -0.744 0.433 -1.571 0.23
H 1.106 -0.070 -1.432 0.27
```

=====

Record 3
Formula: CH2FO4S
Source: OMol25
Level of theory: ωB97M-V/def2-TZVPD

For the LUMO energy, the calculation gives 3.9 eV. The total charge is -1. The energy relative to the best compared isomer or geometry (same formula, charge and spin) is 305.6 kJ/mol. Its frontier orbital gap is 7.98 eV.

```
9
Properties=species:S:1:pos:R:3:nbo_charge:R:1
C -0.290 -1.216 -0.334 0.56
O -2.559 -0.096 -1.279 -0.97
O -0.920 1.511 -0.253 -0.93
O -2.305 -0.084 1.021 -0.96
O -0.363 -2.095 -1.084 -0.62
F 0.204 -1.385 0.932 -0.40
S -1.632 0.086 -0.175 2.25
H 1.105 -0.115 -0.736 -0.44
H 0.031 1.305 -0.655 0.52
```

=====

Record 4
Formula: C14H16BF4LiN2O3
Source: OMol25
Level of theory: ωB97M-V/def2-TZVPD

For the LUMO energy, the calculation gives 0.4 eV. Its frontier orbital gap is 10.38 eV.

```
41
Properties=species:S:1:pos:R:3:nbo_charge:R:1
Li 0.144 -0.832 -0.316 0.87
B -2.051 -2.156 0.243 1.36
F -2.008 -0.666 0.338 -0.62
F -2.572 -2.416 -0.989 -0.54
F -0.603 -2.484 0.352 -0.60
F -2.713 -2.592 1.352 -0.54
N 0.345 0.411 1.240 -0.49
C -0.271 0.407 2.416 0.05
C 0.082 1.275 3.436 -0.26
C 1.094 2.232 3.269 -0.16
C 1.757 2.230 2.045 -0.25
C 1.339 1.327 1.071 0.03
H -1.116 -0.272 2.566 0.23
H -0.436 1.209 4.394 0.22
H 1.359 2.837 4.130 0.22
H 2.509 2.964 1.856 0.22
H 1.827 1.324 0.081 0.20
N 2.339 -1.305 -0.521 -0.47
C 2.915 -0.835 -1.670 0.02
C 4.249 -0.768 -1.888 -0.24
C 5.080 -1.299 -0.847 -0.16
C 4.516 -1.770 0.289 -0.27
C 3.131 -1.787 0.400 0.06
H 2.238 -0.529 -2.379 0.21
H 4.612 -0.342 -2.797 0.22
H 6.151 -1.213 -0.939 0.22
H 5.110 -2.170 1.130 0.23
H 2.616 -2.227 1.263 0.21
C -4.620 0.024 -1.243 -0.65
C -3.629 0.818 -1.958 0.07
C -2.850 1.778 -1.129 -0.11
O -1.454 1.545 -1.302 -0.48
C -1.407 0.334 -1.975 1.02
O -0.352 -0.291 -2.126 -0.69
O -2.547 -0.025 -2.532 -0.45
H -5.312 -0.426 -1.916 0.22
H -5.157 0.670 -0.560 0.22
H -4.208 -0.767 -0.572 0.27
H -4.028 1.319 -2.832 0.19
H -3.058 1.620 -0.051 0.20
H -3.019 2.849 -1.328 0.20
```

=====

Record 5
Formula: C4H7NO
Source: OMol25
Level of theory: ωB97M-V/def2-TZVPD

For the LUMO energy, the calculation gives 1.0 eV. The energy relative to the best compared isomer or geometry (same formula, charge and spin) is 268.9 kJ/mol. Its frontier orbital gap is 10.88 eV. The SMILES is CCOC1=NC1.

```
13
Properties=species:S:1:pos:R:3:nbo_charge:R:1
C 0.785 0.991 -1.743 -0.63
C 0.134 -0.229 -1.129 -0.07
O 0.606 -0.359 0.233 -0.47
C -0.340 -0.436 1.139 0.50
N -1.585 -0.400 1.288 -0.42
C -0.663 -0.650 2.512 -0.31
H 1.874 0.897 -1.711 0.22
H 0.476 1.106 -2.787 0.22
H 0.498 1.892 -1.195 0.22
H 0.427 -1.148 -1.645 0.19
H -0.958 -0.156 -1.128 0.20
H -0.583 0.153 3.245 0.18
H -0.672 -1.660 2.923 0.18
```

=====

Record 6
Formula: C2H5OP
Source: OMol25
Level of theory: ωB97M-V/def2-TZVPD

For the LUMO energy (alpha / beta), the calculation gives 1.0 / -1.7 eV. The expectation value of S² is 2.006. As for the multiplicity: 3. The energy relative to the best compared isomer or geometry (same formula, charge and spin) is 112.7 kJ/mol. Its frontier orbital gap (alpha / beta) is 6.90 / 8.28 eV.

```
9
Properties=species:S:1:pos:R:3:nbo_charge:R:1
C 1.228 0.015 -0.175 -0.28
C -1.011 -0.839 -0.130 -0.27
O 0.313 -0.761 0.369 -0.47
P 2.969 -0.093 -0.049 0.37
H 0.793 0.899 -0.604 0.14
H -1.312 -0.216 -0.996 0.19
H -1.671 -0.518 0.656 0.19
H -1.374 -1.925 -0.268 0.20
H 2.924 0.799 -1.064 -0.07
```

=====

Record 7
Formula: C15H20N7PPtS2
Source: OMol25
Level of theory: ωB97M-V/def2-TZVPD

For the LUMO energy (alpha / beta), the calculation gives -5.4 / -7.1 eV. The expectation value of S² is 2.014. As for the multiplicity: 3. The total charge is +2. The energy relative to the best compared isomer or geometry (same formula, charge and spin) is 0.0 kJ/mol. Its frontier orbital gap (alpha / beta) is 8.62 / 7.65 eV.

```
46
Properties=species:S:1:pos:R:3:nbo_charge:R:1
Pt 0.089 0.363 0.257 1.03
C -1.529 -2.701 -4.134 -0.41
N -1.345 -2.323 -2.734 -0.29
C -1.777 -3.049 -1.663 -0.04
C -1.417 -2.356 -0.544 -0.06
N -0.774 -1.221 -0.932 -0.51
C -0.735 -1.214 -2.264 0.07
P 0.003 0.090 -3.305 0.79
C 1.610 0.228 -2.444 0.08
N 1.757 0.392 -1.132 -0.52
C 3.096 0.435 -0.875 -0.07
C 3.767 0.302 -2.056 -0.04
N 2.823 0.167 -3.031 -0.30
C 3.098 -0.033 -4.452 -0.41
C -0.805 1.510 -2.497 0.07
N -0.804 1.745 -1.187 -0.52
C -1.545 2.869 -0.978 -0.07
C -1.998 3.321 -2.183 -0.04
N -1.526 2.460 -3.129 -0.30
C -1.791 2.554 -4.563 -0.41
H -2.052 -3.652 -4.159 0.24
H -2.127 -1.951 -4.648 0.23
H -0.563 -2.810 -4.621 0.23
H -2.296 -3.982 -1.791 0.25
H -1.579 -2.600 0.491 0.24
H 3.481 0.545 0.123 0.23
H 4.818 0.285 -2.285 0.25
H 4.170 0.048 -4.603 0.24
H 2.767 -1.023 -4.759 0.23
H 2.595 0.732 -5.038 0.23
H -1.712 3.275 0.004 0.24
H -2.607 4.168 -2.447 0.25
H -2.317 3.486 -4.748 0.24
H -0.854 2.557 -5.115 0.23
H -2.415 1.722 -4.883 0.23
S -0.081 -0.339 2.463 -0.01
C 0.988 1.002 2.488 -0.11
N 2.273 0.951 2.813 -0.56
C 2.925 2.239 3.068 -0.23
C 2.158 3.250 2.224 -0.54
S 0.441 2.640 2.212 0.43
H 2.634 0.083 3.188 0.44
H 3.972 2.194 2.775 0.24
H 2.865 2.474 4.133 0.23
H 2.526 3.295 1.200 0.24
H 2.180 4.246 2.661 0.27
```

=====

Record 8
Formula: C9H10InN4
Source: OMol25
Level of theory: ωB97M-V/def2-TZVPD

For the LUMO energy (alpha / beta), the calculation gives 1.2 / 2.3 eV. The total charge is -1. The energy relative to the best compared isomer or geometry (same formula, charge and spin) is 366.0 kJ/mol. Its frontier orbital gap (alpha / beta) is 5.70 / 6.52 eV.

```
24
Properties=species:S:1:pos:R:3:nbo_charge:R:1
C -0.734 -2.698 -1.192 -0.34
C -1.771 -1.750 -1.367 -0.31
C -1.806 -0.929 -0.220 -0.33
C -0.780 -1.333 0.648 -0.34
C -0.081 -2.431 0.040 -0.40
In 1.722 -0.397 -0.321 0.97
N 3.944 -1.280 0.722 -0.69
C 0.456 1.107 -1.949 -0.52
C -0.733 1.717 -2.307 -0.32
H -2.514 -0.147 -0.030 0.20
H -2.423 -1.674 -2.234 0.19
H -0.618 -0.959 1.640 0.23
H 0.610 -3.096 0.544 0.23
H -0.500 -3.504 -1.879 0.20
H -1.447 1.113 -2.914 0.21
H 1.218 1.750 -1.370 0.22
H 3.870 -0.220 0.657 0.23
H -1.050 2.630 -1.738 0.21
H 0.895 0.222 -2.498 0.22
N 0.616 1.245 1.103 -0.71
C 0.500 1.951 2.048 0.60
N 0.457 2.838 2.967 -0.70
C 0.192 2.862 4.244 0.46
N -0.022 2.985 5.406 -0.51
```